C5H33NO10S2 | ωB97M-V/def2-TZVPD

Positions of all 51 atoms, in Å:
C 0.3531 -4.9457 0.7169
C 0.2284 -3.4114 0.7904
S -1.4888 -2.8342 1.2001
S -1.9664 -1.3295 -0.1179
C -1.2926 0.2166 0.6458
C -2.4525 1.2297 0.5050
C -3.7451 1.0706 1.2997
N -1.9324 2.5953 0.4822
H 0.8568 -5.3422 1.5948
H 0.9652 -5.1721 -0.1592
H -0.5655 -5.5231 0.6121
H 0.4969 -2.9311 -0.1422
H 0.6663 -3.1623 1.7477
H -0.5561 0.2995 -0.1487
H -0.9163 0.1500 1.6580
H -2.7077 0.9851 -0.5586
H -3.6481 1.6052 2.2436
H -4.0180 0.0149 1.3578
H -4.5732 1.4501 0.6964
H -1.2710 2.7680 1.2247
H -2.6895 3.2408 0.3285
O -0.1864 2.2841 -2.1008
H -0.3062 1.5837 -1.4526
H -0.8635 2.8953 -1.7775
O 1.5441 3.5404 0.9649
H 2.4357 3.9036 1.0448
H 1.1571 4.2388 0.4223
O 2.2797 0.3226 -0.8529
H 1.6326 0.8156 -0.3319
H 2.9380 1.0166 -1.0314
O 3.2276 2.2283 -2.6884
H 2.2950 2.3652 -2.9242
H 3.5645 1.8734 -3.5162
O 2.3467 0.2928 4.1597
H 2.3056 -0.6391 3.9273
H 2.0893 0.3663 5.0827
O 0.6156 -0.9007 -3.1271
H 1.3180 -0.7377 -2.4745
H 0.0187 -1.3887 -2.5393
O -3.7246 -3.5483 -2.1646
H -3.1541 -4.3138 -2.0458
H -3.8986 -3.3131 -1.2455
O 0.0644 1.9665 2.6826
H 0.7790 2.0506 2.0334
H 0.5769 1.6885 3.4511
O 2.4391 -1.1171 1.2973
H 3.3694 -1.0643 1.5479
H 2.5476 -0.9595 0.3292
O 1.2679 1.3736 -4.2434
H 0.4364 1.7491 -3.9319
H 1.1406 0.4529 -4.4725

Results
Frontier orbital gap ... 9.0 eV
Energy relative to the best compared isomer or geometry (same formula, charge and spin) ... 15.7 kcal/mol
Multiplicity ... 1